(1)
An isolated molecule of C5H12N2O. Source: the Open Molecules 2025 dataset; level of theory: ωB97M-V with the def2-TZVPD basis set.

Last column: Löwdin charge in e.
Positions of all 20 atoms, in Å:
C (-2.3505, -0.7334, 2.0595)  0.0149
C (-0.4918, -0.4718, 0.0664)  -0.2662
C (1.7397, 0.7681, 0.6208)  -0.0620
C (0.0530, 1.7069, -1.1407)  -0.0724
C (0.2446, 0.8586, 0.2114)  -0.3246
N (0.6784, -2.0502, -1.4940)  -0.0381
N (-0.4528, -1.3875, -0.9824)  -0.0681
O (-1.3685, -0.8175, 1.0556)  -0.1050
H (-3.1529, -1.3303, 1.9284)  -0.0067
H (-2.5020, 0.1630, 2.5530)  0.0084
H (2.1101, -0.0790, 0.0075)  0.0655
H (1.9201, 0.8029, 1.6792)  0.0654
H (2.2139, 1.7246, 0.2816)  0.0828
H (0.7834, 1.3718, -1.8867)  0.0623
H (0.3608, 2.7580, -0.9473)  0.0762
H (-0.9552, 1.6250, -1.5870)  0.0810
H (-0.2414, 1.5744, 0.9039)  0.1317
H (1.0456, -2.9052, -0.9815)  0.0949
H (1.5236, -1.4137, -1.6058)  0.0878
H (-1.1581, -2.1647, -0.7420)  0.1723

Forces on atoms 1 to 2 (eV/Å):
4.08 0.81 -1.89
-1.06 0.67 3.10

LUMO (spin up / spin down)	0.75 / 0.77	eV
spin multiplicity	1
net charge	0
HOMO level (spin up / spin down)	-7.26 / -6.24	eV

---

(2)
An isolated molecule of C5H12N2O. Source: the Open Molecules 2025 dataset; level of theory: ωB97M-V with the def2-TZVPD basis set.

Last column: Löwdin charge in e.
Positions of all 20 atoms, in Å:
C (-2.0554, 1.2170, 1.3990)  -0.1040
N (-0.6446, 0.7656, 1.3927)  -0.0871
C (0.1525, 1.3223, -0.9117)  -0.0408
C (-0.1684, 0.2072, 0.0945)  -0.3351
C (1.1024, -0.5338, 0.5062)  -0.4609
N (1.1543, -1.8673, 0.0675)  -0.0019
C (1.0668, -2.1222, -1.3684)  -0.0861
O (1.9210, -0.0521, 1.2496)  0.0869
H (-2.2961, 1.2657, 2.4552)  0.0717
H (-2.0788, 2.2659, 1.0520)  0.0684
H (-2.6590, 0.6298, 0.7205)  0.0768
H (0.0338, 1.4814, 1.5921)  0.0964
H (0.2172, 1.0427, -1.9638)  0.0722
H (1.0789, 1.8244, -0.6287)  0.0844
H (-0.6471, 2.0673, -0.8420)  0.0698
H (-0.9199, -0.5040, -0.2370)  0.1275
H (1.7427, -2.4835, 0.5965)  0.1218
H (1.9378, -1.7554, -1.9149)  0.0849
H (0.2111, -1.5875, -1.7917)  0.0721
H (0.8509, -3.1835, -1.4676)  0.0830

Forces on atoms 1 to 2 (eV/Å):
2.20 1.65 0.00
-0.23 -1.22 -1.27

LUMO	0.92	eV
spin multiplicity	1
net charge	0
HOMO level	-8.64	eV
SMILES	CNC(=O)[C@H](C)NC

---

(3)
A 2-piece molecular cluster, C5H12N2O overall. Source: the Open Molecules 2025 dataset; level of theory: ωB97M-V with the def2-TZVPD basis set.

Last column: Löwdin charge in e.
Positions of all 20 atoms, in Å:
C (0.0980, 0.5273, 1.3111)  -0.2161
C (-1.3299, 1.0209, -2.2083)  -0.0805
C (-1.3004, -0.3593, -1.6369)  -0.3177
O (0.7388, 1.2535, 2.3450)  -0.0755
N (-2.0281, -0.8614, -0.7416)  0.0754
H (0.7921, 0.6899, 3.1297)  0.0974
H (-2.7751, -0.2442, -0.4154)  0.0597
H (-0.9252, 0.2557, 1.6104)  0.1090
H (0.0664, 1.2066, 0.4532)  0.1061
H (-1.5324, 0.9660, -3.2785)  0.0755
H (-0.3464, 1.4817, -2.1005)  0.0717
H (-2.0767, 1.6513, -1.7207)  0.0770
C (2.3653, -0.5575, 0.7583)  -0.0508
C (0.8983, -0.7739, 0.9494)  -0.4373
N (0.3776, -1.9021, 0.7714)  0.1242
H (-0.6898, -1.8853, 0.6706)  0.0517
H (-0.5039, -0.9953, -1.9999)  0.1019
H (2.7604, 0.0690, 1.5556)  0.0693
H (2.8845, -1.5115, 0.7269)  0.0774
H (2.5264, -0.0312, -0.1799)  0.0819

Forces on atoms 1 to 2 (eV/Å):
0.31 -0.86 -0.08
-0.18 0.03 -0.01

LUMO	0.78	eV
spin multiplicity	1
net charge	0
HOMO level	-9.08	eV
SMILES	[H]/N=C(/C)CO.[H]/N=C\C

---

(4)
An isolated molecule of C5H12N2O. Source: the Open Molecules 2025 dataset; level of theory: ωB97M-V with the def2-TZVPD basis set.

Last column: Löwdin charge in e.
Positions of all 20 atoms, in Å:
C (0.0670, 0.3905, 0.1797)  -0.5608
C (-1.1817, 0.3254, 1.0925)  -0.0574
C (-0.6124, -1.8134, -0.7495)  -0.0460
C (0.2210, 1.8710, -0.2529)  -0.0545
C (1.3031, -0.0026, 1.0232)  -0.0515
N (-0.1080, -0.4626, -1.0348)  -0.1587
N (0.9172, -0.4488, -1.8618)  -0.0415
O (0.5557, -0.7198, -3.0133)  -0.0189
H (-0.0408, -2.3228, 0.0333)  0.0829
H (-1.1831, 1.1424, 1.8238)  0.0866
H (-2.1071, 0.4143, 0.5114)  0.0881
H (-1.2226, -0.6119, 1.6591)  0.0795
H (-0.5939, -2.4622, -1.6352)  0.0867
H (-1.6643, -1.7735, -0.4461)  0.0835
H (2.2377, 0.1485, 0.4712)  0.0789
H (0.3045, 2.5289, 0.6206)  0.0826
H (-0.6442, 2.2058, -0.8369)  0.0859
H (1.1211, 2.0337, -0.8568)  0.0769
H (1.3636, 0.6073, 1.9323)  0.0863
H (1.2672, -1.0499, 1.3403)  0.0713

Forces on atoms 1 to 2 (eV/Å):
0.58 0.85 0.91
-0.12 -0.41 -0.33

LUMO	0.33	eV
spin multiplicity	1
net charge	0
HOMO level	-9.15	eV
SMILES	CN(N=O)C(C)(C)C

---

(5)
C5H12N2O as an isolated structure. Source: the Open Molecules 2025 dataset; level of theory: ωB97M-V with the def2-TZVPD basis set.

Last column: Mulliken spin population.
Positions of all 20 atoms, in Å:
O (0.0628, 1.5056, -0.9592)  0.2359
C (0.2375, 0.4873, -0.3564)  -0.1207
N (-0.8428, -0.2075, 0.3350)  0.0480
C (-1.2322, 0.6573, 1.5024)  0.0012
C (-2.0401, -0.5766, -0.4598)  -0.0028
C (1.6175, 0.0977, 0.1834)  0.0484
C (0.7772, -1.1829, -1.6301)  0.5725
N (1.5945, -0.4151, 1.4636)  0.2092
H (-1.8751, 1.4278, 1.0813)  0.0033
H (-0.3006, 1.1454, 1.8145)  0.0040
H (-1.7024, 0.1781, 2.3555)  -0.0013
H (-2.8851, 0.0441, -0.1232)  0.0039
H (-1.8496, -0.3562, -1.5032)  -0.0028
H (-2.3692, -1.5783, -0.2366)  0.0042
H (1.4984, -1.0816, 0.3071)  -0.0206
H (0.4163, -2.0905, -1.1416)  0.0161
H (1.7134, -1.4239, -2.1598)  0.0143
H (0.0480, -0.8215, -2.3652)  -0.0100
H (2.4525, -0.1228, 1.9515)  -0.0102
H (2.5591, 0.4324, -0.2547)  0.0077

Forces on atoms 1 to 2 (eV/Å):
0.92 -0.05 -0.84
-2.28 0.26 1.43

LUMO (spin up / spin down)	-6.66 / -7.46	eV
spin multiplicity	2
net charge	+1
HOMO level (spin up / spin down)	-13.55 / -13.36	eV

---

(6)
A 2-piece molecular cluster, C5H12N2O2 overall. Source: the Open Molecules 2025 dataset; level of theory: ωB97M-V with the def2-TZVPD basis set.

Last column: Löwdin charge in e.
Positions of all 21 atoms, in Å:
C (-2.4779, 0.2898, -0.1792)  -0.6929
C (-2.0578, 0.4659, -1.6653)  -0.0942
N (-3.2862, 1.0198, -1.0841)  0.0724
O (-2.8734, -1.0017, 0.1452)  0.0426
O (-1.8490, 0.9471, 0.8138)  0.0109
H (-3.1146, -1.0197, 1.0799)  0.1076
H (-0.8111, 0.7805, 0.7292)  0.0911
H (-4.1386, 0.5414, -1.3557)  0.1069
H (-2.1439, -0.4063, -2.3040)  0.1019
H (-1.3826, 1.2437, -2.0010)  0.0947
C (3.5590, 0.0916, 0.7567)  -0.1164
N (0.6154, 0.2652, 0.0477)  0.0390
C (1.2380, -0.8669, 0.6096)  -0.1978
C (2.5047, -0.9449, 0.9960)  -0.1714
H (1.2750, 0.9969, -0.1899)  0.1013
H (0.0400, 0.0315, -0.7770)  0.0857
H (0.5406, -1.6657, 0.8213)  0.1121
H (2.8351, -1.8617, 1.4651)  0.0906
H (4.5401, -0.2974, 1.0243)  0.0676
H (3.5879, 0.3996, -0.2897)  0.0721
H (3.3995, 0.9910, 1.3572)  0.0763

Forces on atoms 1 to 2 (eV/Å):
1.05 0.03 -1.93
-0.53 -0.41 0.94

LUMO	0.78	eV
spin multiplicity	1
net charge	0
HOMO level	-8.78	eV
SMILES	OC1(O)CN1.C/C=C\N